DFT (the ωB97M-V functional and the def2-TZVPD basis) results for a cluster of 7 separate species, C34H64N3O20 in total in a non-equilibrium geometry.

The geometry in XYZ format:
```
121
Properties=species:S:1:pos:R:3:forces:R:3:mulliken_charge:R:1
C -2.9344 -0.4876 0.2117 -0.045 -0.193 -0.542 -0.05
C -1.7958 -0.7465 0.4597 0.215 0.123 0.812 -0.73
N -0.4786 -1.0270 0.7588 -0.267 -0.058 -1.327 0.01
C 0.4648 0.1142 0.4931 0.104 -0.089 0.274 -0.81
C 1.4217 -0.3839 -0.6062 -0.274 0.067 0.034 -0.01
C 1.2748 0.4186 -1.8907 0.217 -0.018 -0.089 -0.68
C 1.8313 -0.2742 -3.1066 0.047 0.057 -0.014 -0.28
O 1.3747 -0.1373 -4.2055 -0.056 -0.191 0.121 -0.49
N 1.0121 -1.7868 -0.7518 0.409 -0.280 0.014 0.12
C -0.0487 -2.1030 -0.0274 0.275 0.160 0.604 0.06
N -0.6373 -3.2567 -0.0041 -0.164 -0.239 0.277 0.06
C -0.2864 -4.4314 -0.8097 0.105 0.004 -0.200 -0.99
C -0.3656 -4.2193 -2.3140 -0.341 -0.110 -0.109 -0.14
C -1.8161 -4.1310 -2.8220 0.249 0.007 -0.189 -0.61
O -2.6807 -3.8738 -1.7237 -0.234 0.075 -0.122 -0.50
H -3.8614 -0.3307 -0.2845 -0.296 0.195 0.322 0.59
H 1.0090 0.3989 1.3863 -0.129 -0.100 0.252 0.07
H -0.1544 0.9413 0.1759 0.140 0.291 -0.119 0.48
H 2.4586 -0.3911 -0.2850 0.093 0.170 0.176 0.55
H 0.2487 0.7151 -2.0894 -0.178 -0.095 -0.020 0.38
H 1.8521 1.3376 -1.7669 0.020 0.146 0.010 0.41
H 2.7217 -0.9137 -2.9422 0.082 -0.035 -0.010 0.44
H 1.6893 -2.4985 -0.9845 -0.088 -0.010 -0.268 0.38
H -1.4217 -3.3457 0.6265 -0.098 0.065 -0.097 0.30
H -0.9988 -5.2010 -0.5439 -0.072 -0.081 0.191 0.46
H 0.6950 -4.7916 -0.5069 0.173 0.070 0.014 0.40
H 0.1058 -5.0867 -2.7682 0.116 -0.075 -0.071 0.49
H 0.1968 -3.3572 -2.6577 0.118 0.167 0.135 0.04
H -1.8835 -3.3456 -3.5742 -0.081 0.146 0.001 0.35
H -2.0839 -5.0600 -3.3242 -0.107 -0.168 0.109 0.37
H -3.5865 -3.8442 -2.0542 0.099 -0.012 0.110 0.31
C -10.3209 1.7888 0.3364 0.136 0.144 0.146 -1.10
C -9.3618 0.7717 -0.2392 -0.320 -0.082 -0.129 -0.22
O -7.9876 1.0975 0.0487 0.067 0.016 0.003 -0.35
C -7.5892 0.8452 1.2913 -0.016 0.001 -0.106 0.78
O -8.2377 0.3336 2.1642 -0.003 0.000 0.029 -0.54
O -6.3165 1.2472 1.4067 0.078 -0.031 0.041 -0.34
C -5.7830 1.1016 2.7266 0.146 -0.007 0.085 -0.68
H -10.0726 2.7906 -0.0159 -0.050 -0.013 -0.071 0.29
H -11.3409 1.5561 0.0327 0.001 -0.012 -0.038 0.38
H -10.2818 1.7957 1.4244 -0.018 -0.072 0.007 0.32
H -9.4204 0.7659 -1.3255 0.118 0.022 -0.011 0.28
H -9.5781 -0.2351 0.1173 0.057 0.025 0.105 0.33
H -5.8924 0.0787 3.0801 -0.083 0.002 0.013 0.32
H -6.2782 1.7845 3.4140 -0.060 -0.048 0.016 0.34
H -4.7282 1.3542 2.6622 -0.015 0.047 -0.105 0.20
C 4.2114 3.4244 5.2101 -0.221 0.165 -0.090 -1.21
C 4.3597 2.6035 3.9489 0.301 -0.105 0.238 0.04
O 3.2578 2.7700 3.0360 -0.068 -0.095 0.047 -0.31
C 3.2311 3.9083 2.3441 0.057 -0.156 -0.113 0.71
O 4.0275 4.8033 2.3955 -0.029 0.018 0.049 -0.54
O 2.1618 3.8540 1.5406 -0.135 0.031 -0.101 -0.28
C 1.9428 5.0343 0.7566 -0.025 0.068 -0.066 -0.71
H 3.2609 3.2054 5.6981 0.035 -0.059 0.040 0.31
H 5.0213 3.1920 5.9004 0.009 -0.040 -0.007 0.38
H 4.2422 4.4903 4.9918 0.059 -0.005 -0.025 0.32
H 4.3497 1.5415 4.1879 -0.042 -0.024 -0.058 0.08
H 5.2956 2.8230 3.4359 -0.052 0.110 -0.074 0.35
H 2.8327 5.2927 0.1877 0.041 0.017 0.050 0.33
H 1.6597 5.8666 1.3974 0.062 0.022 0.013 0.32
H 1.1254 4.8010 0.0803 -0.014 -0.054 0.042 0.20
C 5.9057 -3.8921 6.7969 -0.172 0.126 -0.048 -1.22
C 6.0852 -4.5546 5.4496 0.253 -0.121 0.243 -0.02
O 4.9777 -4.2879 4.5635 -0.103 0.042 -0.066 -0.39
C 4.9569 -3.0846 4.0139 0.172 -0.146 0.138 0.77
O 5.7804 -2.2158 4.1415 -0.065 0.063 -0.015 -0.52
O 3.8565 -2.9919 3.2533 -0.122 0.036 -0.093 -0.39
C 3.6908 -1.7202 2.6360 -0.047 0.086 -0.102 -0.39
H 4.9604 -4.1963 7.2474 0.036 -0.062 0.027 0.32
H 6.7183 -4.1817 7.4621 0.009 -0.030 -0.005 0.39
H 5.9071 -2.8070 6.7073 0.062 0.001 -0.026 0.31
H 6.0953 -5.6368 5.5539 -0.081 -0.013 -0.085 0.40
H 7.0153 -4.2506 4.9710 -0.048 0.103 -0.041 0.15
H 4.5713 -1.4448 2.0574 0.054 0.031 0.062 0.34
H 3.4829 -0.9520 3.3798 0.069 0.024 0.003 0.26
H 2.8340 -1.8181 1.9713 -0.056 -0.083 0.037 -0.03
C 1.7535 0.7743 -7.1657 -0.029 0.200 -0.307 -0.97
C 2.8613 -0.2540 -7.1593 -0.065 -0.009 0.325 -0.06
O 3.2518 -0.6504 -8.4818 -0.004 -0.025 -0.032 -0.36
C 4.0151 0.2267 -9.1354 -0.066 -0.004 -0.070 0.75
O 4.4190 1.2746 -8.7021 0.039 0.005 0.026 -0.55
O 4.2492 -0.2562 -10.3533 0.005 -0.007 0.015 -0.35
C 5.0126 0.6112 -11.1989 0.075 0.003 -0.115 -0.63
H 0.8952 0.4060 -7.7300 -0.017 -0.052 0.066 0.27
H 1.4396 0.9885 -6.1476 -0.014 -0.016 -0.070 0.25
H 2.0810 1.7041 -7.6290 0.077 -0.019 0.013 0.35
H 2.5180 -1.1714 -6.6850 0.026 -0.058 -0.080 0.22
H 3.7368 0.1019 -6.6147 0.017 0.069 -0.079 0.30
H 5.9511 0.8870 -10.7243 -0.019 0.033 0.045 0.30
H 4.4411 1.5065 -11.4363 0.017 0.031 0.055 0.30
H 5.2082 0.0486 -12.1063 -0.046 -0.053 0.022 0.22
C 8.4786 -2.8484 1.9336 0.132 -0.040 -0.130 -1.20
C 7.4644 -3.9677 1.8550 -0.016 0.189 0.209 0.25
O 7.5042 -4.6560 0.5945 -0.070 0.011 -0.032 -0.41
C 8.5233 -5.5041 0.4432 0.058 0.012 -0.082 0.73
O 9.3613 -5.7576 1.2674 -0.024 -0.022 0.032 -0.55
O 8.4538 -6.0194 -0.7836 -0.029 0.012 0.023 -0.36
C 9.5278 -6.9091 -1.1110 0.051 -0.108 -0.095 -0.64
H 8.3439 -2.1557 1.1014 -0.048 0.032 0.036 0.33
H 8.3544 -2.3029 2.8686 -0.050 0.007 0.003 0.32
H 9.4946 -3.2365 1.8889 -0.010 -0.037 0.047 0.39
H 6.4581 -3.5593 1.9135 -0.064 -0.073 -0.111 -0.02
H 7.5905 -4.6838 2.6667 0.078 -0.060 -0.056 0.30
H 9.6067 -7.7071 -0.3768 0.016 0.031 0.048 0.30
H 10.4676 -6.3630 -1.1655 0.009 -0.003 0.065 0.30
H 9.2869 -7.3245 -2.0845 -0.055 0.049 -0.006 0.22
C -13.0590 6.8276 3.7965 -0.043 0.100 -0.158 -1.11
C -12.1627 5.7363 3.2534 -0.016 -0.028 0.297 -0.19
O -12.1978 5.6679 1.8176 -0.026 -0.027 -0.056 -0.35
C -11.5199 6.6199 1.1808 0.007 -0.069 -0.014 0.78
O -10.8693 7.4949 1.6898 0.021 0.021 0.008 -0.55
O -11.6732 6.4291 -0.1311 -0.006 0.004 -0.004 -0.33
C -11.0436 7.4204 -0.9479 0.027 0.024 -0.122 -0.65
H -14.0792 6.6955 3.4347 -0.011 -0.048 0.052 0.30
H -13.0676 6.7941 4.8857 -0.002 -0.032 0.010 0.35
H -12.7127 7.8117 3.4863 0.058 -0.008 0.024 0.32
H -12.5132 4.7600 3.5819 0.003 -0.041 -0.100 0.29
H -11.1319 5.8578 3.5859 0.015 0.085 -0.070 0.32
H -9.9867 7.5079 -0.7067 -0.003 0.025 0.055 0.30
H -11.5321 8.3843 -0.8177 0.038 0.019 0.049 0.30
H -11.1630 7.0843 -1.9733 -0.048 -0.050 0.022 0.22
```
Forces are in eV/Å.

Output
Electronic energy ... -3002.75467 a.u.
Energy above the lowest of the compared OMol25 structures with the same formula, charge and spin ... 0.0000 eV
Charge ... +1
HOMO-LUMO gap ... 9.303 eV

DFT (the ωB97M-V functional and the def2-TZVPD basis) results for a cluster of 14 separate species, C34H66N11O3 in total in a non-equilibrium geometry.

The geometry in XYZ format:
```
114
Properties=species:S:1:pos:R:3:forces:R:3:mulliken_charge:R:1
C -1.3156 3.3690 -0.3246 -1.828 -2.121 -1.200 -2.04
C -0.2846 2.2270 -0.1436 0.807 0.130 0.073 0.72
C -1.0286 0.8360 -0.4006 6.058 3.280 -5.251 -2.38
N -0.1996 -0.3310 -0.3596 0.797 -2.502 2.104 1.79
C 0.1954 -0.5500 1.0854 -3.739 -6.629 -2.574 -2.30
C 1.0724 -0.2830 -1.2336 -1.016 -1.968 -1.404 -0.69
C 1.5204 -1.7490 -1.4266 -2.099 0.242 -0.682 -0.61
C 0.1974 -2.4610 -1.4056 -0.351 -1.276 -1.762 0.16
C -0.8396 -1.5940 -0.8586 -0.048 1.850 -2.176 -0.99
H -1.9076 3.3050 -1.3116 0.931 -0.666 1.235 0.24
H -1.1576 4.4030 -0.3386 1.694 1.467 0.421 0.51
H -2.0326 3.2330 0.4564 -0.927 -0.021 0.581 0.50
H 0.2984 2.2190 0.8294 -1.279 0.228 -0.602 0.32
H 0.5084 2.4380 -0.8406 0.268 -0.507 -0.753 -0.11
H -1.3576 0.8620 -1.4176 -0.140 0.353 -1.041 0.37
H -1.8436 0.9780 0.0644 -5.889 -0.829 4.599 1.74
H 0.6074 -1.4930 1.3094 2.255 -0.583 -0.480 0.63
H -0.5776 -0.7070 1.8154 -2.249 0.043 -0.604 0.18
H 0.4354 0.2860 1.3954 4.421 7.561 3.052 0.97
H 1.8634 0.1970 -0.7656 0.945 1.782 0.691 0.62
H 0.7174 0.0300 -2.2266 0.377 0.757 0.562 -0.06
H 2.0494 -2.1730 -0.6066 1.414 0.132 0.092 0.39
H 1.7314 -2.0480 -2.4656 1.792 0.943 0.802 0.07
H 0.2974 -3.4120 -0.8896 -0.301 -0.279 -0.371 -0.45
H -0.2086 -2.4960 -2.4526 1.122 -1.399 0.650 0.60
H -1.3006 -2.0780 -0.1266 -2.574 -1.370 3.336 0.43
H -1.4756 -1.4730 -1.7346 -0.709 1.302 0.882 0.11
C 3.4664 -4.9010 1.7214 0.351 -6.400 -0.574 -1.31
C 2.0364 -5.1230 1.4074 3.540 1.451 0.752 0.50
N 0.9924 -5.3090 1.0164 -2.310 -0.375 -0.675 -0.36
H 3.7664 -5.4290 2.6474 -1.052 -0.482 0.074 0.47
H 4.0764 -5.6320 1.0124 -1.135 2.247 0.844 0.28
H 3.9494 -4.0630 2.0204 0.582 3.619 -0.557 0.46
C 3.4574 -4.1830 -4.3556 0.951 -1.918 0.511 -0.97
C 3.4234 -4.2600 -2.7556 -0.301 0.490 -0.599 0.44
N 3.4514 -4.2920 -1.5826 -0.071 -0.035 -3.105 -0.40
H 4.5254 -4.1010 -4.6196 -0.318 0.590 0.355 0.36
H 3.2954 -5.2120 -4.8336 -0.422 1.198 1.211 0.34
H 2.8814 -3.4550 -4.9896 0.265 -0.384 1.622 0.29
C -5.1476 0.4270 -2.1506 -0.795 -4.570 -5.089 -0.61
C -3.8916 -0.0420 -2.9176 -8.623 2.716 3.992 0.32
N -3.0076 -0.3830 -3.4646 6.798 -2.477 -3.803 -0.38
H -5.9426 -0.4250 -2.1306 1.814 1.111 0.240 0.29
H -4.6876 0.5530 -1.2936 0.986 1.512 4.871 0.00
H -5.6426 1.1690 -2.7016 -0.092 1.738 -0.210 0.39
C 2.2824 1.7070 -5.3146 0.516 0.758 3.607 -1.15
C 1.3434 2.1250 -4.2706 3.271 -1.766 -4.944 0.43
N 0.5774 2.4020 -3.5186 -3.638 1.500 4.092 -0.27
H 2.3764 0.6760 -5.3416 0.849 -2.456 1.571 0.30
H 2.0224 1.6580 -6.2776 -1.738 1.923 -3.902 0.44
H 3.2054 2.2000 -5.0986 0.754 0.031 -0.402 0.28
C 0.7644 -6.3400 -2.4526 -3.285 -2.480 1.841 -0.33
C 0.1454 -7.6560 -3.0746 3.212 7.028 3.115 0.00
N -0.3406 -8.5880 -3.4286 -2.283 -4.592 -1.901 -0.31
H -0.0646 -5.8100 -1.7746 1.903 -1.376 -1.469 0.17
H 1.6164 -6.6410 -1.8416 -0.179 0.213 -0.048 0.29
H 1.0344 -5.6940 -3.2146 0.581 1.181 -1.493 0.14
C 4.3494 2.4600 -1.3586 -2.227 -6.018 1.989 -0.64
C 4.0924 1.1810 -2.1766 0.176 -2.532 -1.713 0.45
N 3.8964 0.1340 -2.7146 0.726 4.440 2.160 -0.45
H 3.4254 2.4070 -0.7386 0.574 0.867 -0.187 0.12
H 5.1634 2.2540 -0.6856 0.436 -0.115 0.150 0.15
H 4.4954 3.3200 -1.8306 0.301 3.380 -2.432 0.42
C -3.9736 5.8200 -1.8116 -0.397 -6.174 2.597 -0.55
C -4.5726 4.6290 -2.6316 1.243 2.574 1.314 0.19
N -5.0536 3.7820 -3.2296 -0.189 -0.560 -0.195 -0.40
H -4.6626 6.5760 -1.7956 -1.808 1.805 0.390 0.50
H -3.7616 5.2980 -0.6716 -0.635 1.937 -3.286 0.12
H -3.0776 6.1540 -2.2086 1.773 0.347 -0.793 0.15
C -0.4836 4.7930 3.1834 3.050 -3.708 2.039 -0.58
C -0.6696 3.3510 3.5254 -3.393 -5.712 0.248 0.41
N -0.9816 2.2280 3.8644 2.098 5.995 -1.836 -0.51
H -0.4816 5.1800 2.2264 -0.113 -0.210 -2.423 0.16
H -1.1966 5.2840 3.7394 -0.958 1.546 1.781 0.32
H 0.5774 4.6950 3.5534 -0.686 2.026 0.045 0.24
C -6.0256 -0.4950 1.9994 3.563 -1.312 1.325 -0.87
C -4.9616 -1.0560 1.1004 2.381 -2.733 -2.925 0.48
N -4.1906 -1.5890 0.3544 -3.165 2.633 3.290 -0.46
H -6.8916 -1.1250 1.9214 -0.212 -0.630 0.578 0.32
H -5.4256 -0.4880 3.1054 -2.407 0.563 -2.981 0.28
H -6.2986 0.3810 1.4624 -0.138 1.550 0.634 0.33
C 5.9504 0.2250 2.0484 -0.248 1.107 0.912 -0.85
C 4.4874 -0.0730 1.5944 2.919 0.039 1.011 0.34
N 3.4244 -0.3780 1.2914 -0.163 0.217 -0.166 -0.28
H 6.0134 0.3990 3.2614 -0.376 -0.279 -3.329 0.28
H 6.6894 -0.5760 1.7924 -1.168 0.309 0.180 0.29
H 6.3464 1.1430 1.4554 -0.913 -1.353 1.345 0.24
C 0.2824 8.2460 0.1874 -2.291 -3.904 3.888 -1.21
C -1.0526 7.9410 -0.4486 -1.006 2.311 -1.296 -0.23
O -1.7026 6.8810 0.2874 0.952 -2.651 -9.788 -0.40
H 0.2324 8.6550 1.3104 -0.164 -1.492 -2.217 0.26
H 0.6174 9.0130 -0.2856 2.856 4.740 -3.230 0.54
H 0.8614 7.3410 0.0284 0.712 0.222 0.611 0.26
H -1.0296 7.7990 -1.6276 0.270 -0.675 2.635 0.28
H -1.5706 8.9900 -0.4536 -0.175 -1.986 0.484 0.32
H -1.7826 7.2050 1.0594 -1.133 3.449 8.961 0.20
C 1.7014 -1.8590 4.3984 -2.845 -1.716 3.056 -1.16
C 1.2894 -3.3500 4.2494 -1.308 0.720 -0.447 0.68
O 0.1934 -3.6190 5.1424 7.921 -3.803 3.013 -0.49
H 2.4114 -1.4580 3.8794 4.292 1.349 -5.028 0.35
H 2.3104 -1.6630 5.2734 -1.123 -0.164 1.552 0.41
H 0.8964 -1.1050 4.2314 0.026 -0.938 0.765 0.27
H 1.9744 -4.1710 4.5044 0.509 0.872 -0.321 0.29
H 0.9384 -3.4730 3.1834 0.355 -0.254 0.903 -0.59
H -0.4826 -3.2510 4.7954 -7.843 3.960 -3.381 0.20
C -2.2426 -4.0400 2.4024 1.713 0.185 2.070 -0.64
C -3.0576 -3.1480 3.3394 -4.603 0.224 -2.856 0.07
O -2.4896 -2.8680 4.5284 2.680 -0.355 1.682 -0.48
H -2.7876 -4.7550 1.7264 0.473 1.741 -0.075 0.45
H -1.9126 -4.8150 3.1744 0.492 0.952 -0.955 0.34
H -1.3246 -3.3600 2.0854 -1.683 -2.110 -0.113 -0.23
H -4.0026 -3.7510 3.6024 0.687 0.875 -0.864 0.24
H -3.4026 -2.0720 2.9294 0.604 -2.515 -0.066 -0.12
H -2.9976 -2.1390 4.8214 -0.272 1.055 1.191 0.35
```
Forces are in eV/Å.

Output
Electronic energy ... -2162.25265 a.u.
Charge ... +1
HOMO-LUMO gap ... 9.637 eV